a) # CHBrClNO

A 2-piece molecular cluster, CHBrClNO overall (the ωB97M-V functional and the def2-TZVPD basis, the Open Molecules 2025 dataset).

Structure (XYZ):
```
6
CHBrClNO, DFT the ωB97M-V functional and the def2-TZVPD basis
C -0.105 1.689 -1.659
N 0.581 0.604 0.359
O -1.068 2.314 -1.449
Cl -0.313 1.342 1.552
Br 0.929 1.069 -3.047
H 0.037 -0.081 -0.158
```

The orbital gap (spin up / spin down) comes out at 8.66 / 7.77 eV. As for the lowest unoccupied orbital energy (spin up / spin down): -0.883 / -0.864 eV. The value obtained for the HOMO energy (spin up / spin down) is -0.351 / -0.317 hartree.

=====

b) # CHBrClNO

The molecule CHBrClNO (the ωB97M-V functional and the def2-TZVPD basis, the Open Molecules 2025 dataset).

Structure (XYZ):
```
6
CHBrClNO, DFT the ωB97M-V functional and the def2-TZVPD basis
C 0.408 -0.429 0.065
N -0.598 0.397 -0.016
O -0.504 1.672 0.100
Cl 0.194 -2.115 -0.029
Br 2.045 0.407 0.005
H -1.545 0.069 -0.124
```

The orbital gap (spin up / spin down) comes out at 9.27 / 9.26 eV. The SMILES is [O-]/[NH+]=C(/Cl)Br. As for the lowest unoccupied orbital energy (spin up / spin down): 0.298 / 0.298 eV. The value obtained for the HOMO energy (spin up / spin down) is -0.330 / -0.330 hartree.

=====

Which of them is most stable, and which least? Most stable: b); least stable: a).

=====

a) # C8H11NO4S

A 2-piece molecular cluster, C8H11NO4S overall (the ωB97M-V functional and the def2-TZVPD basis, the Open Molecules 2025 dataset).

Structure (XYZ):
```
25
C8H11NO4S, DFT the ωB97M-V functional and the def2-TZVPD basis
C 3.339 -0.119 -0.465
C 1.730 1.398 0.533
C 2.274 -0.689 -1.300
C 0.697 0.375 0.928
C 1.199 -1.414 -0.337
C -0.544 0.392 -0.135
C -0.516 1.570 -1.051
C -1.958 0.344 0.550
N 1.288 -0.899 0.974
O 2.989 1.071 0.167
O 4.440 -0.479 -0.276
O 1.592 2.604 0.815
O 0.141 -2.125 1.878
S -0.361 -1.209 -1.093
H 1.687 0.143 -1.720
H 2.740 -1.465 -2.064
H 0.296 0.655 1.827
H 1.462 -2.563 -0.368
H -1.044 2.396 -0.558
H -1.050 1.343 -2.003
H 0.501 1.932 -1.336
H -2.115 1.412 0.813
H -2.136 -0.478 1.246
H -2.752 0.146 -0.195
H 0.920 -2.600 2.310
```

The orbital gap (spin up / spin down) comes out at 7.88 / 7.88 eV. As for the lowest unoccupied orbital energy (spin up / spin down): -1.336 / -1.333 eV. The value obtained for the HOMO energy (spin up / spin down) is -0.339 / -0.339 hartree.

=====

b) # C8H11NO4S

The molecule C8H11NO4S (the ωB97M-V functional and the def2-TZVPD basis, the Open Molecules 2025 dataset).

Structure (XYZ):
```
25
C8H11NO4S, DFT the ωB97M-V functional and the def2-TZVPD basis
C 0.684 -1.352 2.422
C -0.272 -1.869 1.587
C 1.189 -0.091 2.116
C -0.469 -1.224 0.381
C 0.908 0.665 0.961
C 0.024 0.027 0.094
C -1.407 2.111 -0.972
C -0.319 1.028 -1.081
N 0.886 1.624 -1.420
O -1.235 -2.226 -2.626
O 0.246 -0.958 -4.078
O -0.862 0.158 -2.101
O 0.979 -1.448 -1.728
S -0.017 -1.088 -2.664
H 0.882 -1.764 3.390
H -0.697 -2.755 2.107
H 1.974 0.367 2.780
H -1.114 -1.614 -0.299
H 1.130 1.713 0.969
H -2.241 1.703 -0.466
H -1.543 2.460 -1.995
H -1.163 3.076 -0.367
H 0.853 2.495 -1.949
H -1.599 -2.224 -3.496
H 1.540 0.925 -1.802
```

The orbital gap comes out at 9.61 eV. The SMILES is C[C@](N)(OS(=O)(=O)O)c1ccccc1. As for the lowest unoccupied orbital energy: 0.578 eV. The value obtained for the HOMO energy is -0.332 hartree.

=====

c) # C8H11NO4S

A 2-piece molecular cluster, C8H11NO4S overall (the ωB97M-V functional and the def2-TZVPD basis, the Open Molecules 2025 dataset).

Structure (XYZ):
```
25
C8H11NO4S, DFT the ωB97M-V functional and the def2-TZVPD basis
C -3.494 -0.339 -0.272
C -3.344 -0.044 1.047
C -2.519 0.020 -1.143
C -2.242 0.567 1.528
C -1.400 0.748 -0.581
C 3.171 1.718 -0.361
C 2.843 0.316 -0.188
C 1.609 -0.090 0.439
N -1.283 1.016 0.721
O 0.383 -1.246 -1.667
O 1.642 -2.787 -0.249
O -0.493 -1.919 0.585
O 2.805 -0.247 1.041
S 0.651 -1.545 -0.248
H -4.382 -0.886 -0.779
H -4.075 -0.408 1.718
H -2.607 -0.311 -2.123
H -2.225 0.780 2.609
H -0.536 1.078 -1.270
H 2.862 2.398 0.491
H 4.220 2.020 -0.467
H 2.706 2.190 -1.214
H 3.294 -0.343 -1.038
H 0.775 0.581 0.873
H 1.636 -3.269 0.548
```

The orbital gap comes out at 10.04 eV. The SMILES is C[C@H]1O[C@@H]1S(=O)(=O)O.c1ccncc1. As for the lowest unoccupied orbital energy: 0.580 eV. The value obtained for the HOMO energy is -0.348 hartree.

=====

Which of them is most stable, and which least? Most stable: b); least stable: a).

=====

a) # C2H13NO4

A 4-piece molecular cluster, C2H13NO4 overall (the ωB97M-V functional and the def2-TZVPD basis, the Open Molecules 2025 dataset).

Structure (XYZ):
```
20
C2H13NO4, DFT the ωB97M-V functional and the def2-TZVPD basis
C 0.622 0.222 2.000
O 0.465 1.634 2.141
C 1.048 -0.059 0.526
N 0.614 -1.423 0.137
H -0.378 -0.231 2.077
H 1.283 -0.148 2.781
H -0.438 1.860 2.238
H 2.147 0.011 0.547
H 0.685 0.774 -0.062
H 1.030 -2.046 0.816
H 1.075 -1.599 -0.752
H -1.578 2.654 -0.873
H -1.560 1.167 -0.546
O -1.177 1.825 -1.140
H -2.538 -1.470 -0.223
H -1.212 -0.858 -0.094
O -2.166 -0.610 -0.002
H 0.877 -2.176 -3.393
H 1.323 -0.793 -3.590
O 0.973 -1.352 -2.902
```

The orbital gap comes out at 10.25 eV. The SMILES is NCCO.O.O.O. As for the lowest unoccupied orbital energy: 0.586 eV. The value obtained for the HOMO energy is -0.355 hartree.

=====

b) # C2H13NO4

A 6-piece molecular cluster, C2H13NO4 overall (the ωB97M-V functional and the def2-TZVPD basis, the Open Molecules 2025 dataset).

Structure (XYZ):
```
20
C2H13NO4, DFT the ωB97M-V functional and the def2-TZVPD basis
C 0.004 1.539 -0.491
C -0.351 0.984 -1.704
N -1.212 -0.076 -1.838
H -1.362 1.895 0.257
H 0.585 2.462 -0.593
H 0.440 0.972 -2.461
H -2.040 0.090 -1.268
H -0.894 -1.047 -1.756
H -2.025 -0.797 1.870
H -0.621 -0.318 1.633
O -1.220 -1.061 1.410
H 0.942 -2.390 -0.571
H -0.497 -2.407 -0.207
O 0.103 -2.759 -0.882
H 1.599 0.048 0.021
H 2.363 -0.259 1.168
O 2.350 -0.523 0.227
H 1.102 1.522 2.517
H 0.259 1.144 0.632
O 0.476 0.981 2.036
```

The orbital gap comes out at 7.79 eV. As for the lowest unoccupied orbital energy: -1.883 eV. The value obtained for the HOMO energy is -0.355 hartree.

=====

c) # C2H13NO4

C2H13NO4 as an isolated structure (the ωB97M-V functional and the def2-TZVPD basis, the Open Molecules 2025 dataset).

Structure (XYZ):
```
20
C2H13NO4, DFT the ωB97M-V functional and the def2-TZVPD basis
C -0.756 -2.507 -0.624
C 0.048 -1.187 -0.734
N 0.610 -0.894 0.577
H -0.205 -3.317 -0.239
H -1.693 -2.255 0.152
H -1.174 -2.829 -1.556
H 0.947 -1.248 -1.398
H -0.669 -0.347 -1.072
H 1.000 2.014 -2.176
H 1.681 1.395 -0.506
O 0.896 1.362 -1.489
H -1.481 0.963 0.729
H -0.526 1.554 -0.220
O -1.039 1.754 0.537
H 1.146 -0.089 0.581
H 2.342 2.291 0.882
O 2.335 1.410 0.431
H -2.741 -0.469 1.850
H -0.201 -0.804 1.290
O -1.998 -0.580 1.245
```

The orbital gap comes out at 4.16 eV. As for the lowest unoccupied orbital energy: -5.663 eV. The value obtained for the HOMO energy is -0.361 hartree.

=====

d) # C2H13NO4

A 5-piece molecular cluster, C2H13NO4 overall (the ωB97M-V functional and the def2-TZVPD basis, the Open Molecules 2025 dataset).

Structure (XYZ):
```
20
C2H13NO4, DFT the ωB97M-V functional and the def2-TZVPD basis
C -0.279 -3.053 -0.987
C 0.195 -1.872 -0.384
N -0.141 -0.603 -1.022
H -0.958 -3.092 -1.810
H 0.278 -3.969 -0.594
H 1.161 -1.894 0.270
H -0.722 -0.027 -0.531
H -0.245 -0.974 -1.965
H 0.257 -1.336 2.942
H 0.905 -0.126 2.159
O 0.895 -0.515 3.002
H 1.057 1.151 -0.244
H 2.409 1.211 0.423
O 1.980 1.585 -0.400
H -2.174 2.562 -1.886
H -1.280 1.504 -1.351
O -1.731 1.779 -2.110
H -0.442 0.959 1.934
H -0.604 2.496 1.712
O -0.913 1.564 1.298
```

The orbital gap comes out at 9.38 eV. The SMILES is C=CN.O.O.O.O. As for the lowest unoccupied orbital energy: 0.095 eV. The value obtained for the HOMO energy is -0.341 hartree.

=====

Which of them is most stable, and which least? Most stable: a); least stable: c).

=====

a) # C2H13NO4

A 5-piece molecular cluster, C2H13NO4 overall (the ωB97M-V functional and the def2-TZVPD basis, the Open Molecules 2025 dataset).

Structure (XYZ):
```
20
C2H13NO4, DFT the ωB97M-V functional and the def2-TZVPD basis
C -1.097 1.427 0.702
C 0.921 2.015 1.831
N 0.070 1.134 1.506
H -1.567 2.476 0.975
H -1.996 0.810 1.133
H -0.903 1.290 -0.305
H 1.916 1.806 2.077
H 0.840 3.078 1.710
H 2.037 -2.478 0.230
H 3.016 -1.989 -0.648
O 2.267 -2.681 -0.598
H -0.381 -0.719 1.872
H -1.738 -1.578 2.182
O -0.852 -1.661 1.905
H -2.173 0.056 -1.628
H -1.231 -1.228 -1.694
O -1.567 -0.468 -2.243
H -0.379 0.715 -2.718
H 0.441 1.322 -1.699
O 0.488 0.792 -2.468
```

The orbital gap comes out at 10.84 eV. The SMILES is C=NC.O.O.O.O. As for the lowest unoccupied orbital energy: 0.369 eV. The value obtained for the HOMO energy is -0.385 hartree.

=====

b) # C2H13NO4

A 5-piece molecular cluster, C2H13NO4 overall (the ωB97M-V functional and the def2-TZVPD basis, the Open Molecules 2025 dataset).

Structure (XYZ):
```
20
C2H13NO4, DFT the ωB97M-V functional and the def2-TZVPD basis
C -0.918 1.633 -3.298
C 1.277 1.761 -2.522
N 0.411 1.028 -3.074
H -1.115 2.232 -2.392
H -1.641 0.827 -3.286
H -1.005 2.353 -4.117
H 2.030 1.419 -1.778
H 1.426 2.810 -2.743
H -2.178 -0.288 4.115
H -1.046 -1.097 3.748
O -1.420 -0.222 3.542
H -0.814 -3.190 1.416
H -1.674 -2.819 2.478
O -0.974 -3.460 2.336
H 1.198 -0.271 2.811
H 1.953 0.436 1.779
O 2.037 0.190 2.709
H 1.540 -1.291 -0.254
H 0.223 -1.179 -1.117
O 0.689 -0.873 -0.355
```

The orbital gap comes out at 9.71 eV. The SMILES is C=NC.O.O.O.O. As for the lowest unoccupied orbital energy: 0.422 eV. The value obtained for the HOMO energy is -0.341 hartree.

=====

Which of them is most stable, and which least? Most stable: b); least stable: a).